{
  "formula": "C13H31CrN6OS4SbSi2",
  "method": "the ωB97M-V functional and the def2-TZVPD basis",
  "relative_energy_kj_mol": 44.4,
  "spin_multiplicity": 3,
  "charge": 0,
  "homo_lumo_gap_ev": [6.879, 5.976],
  "fmax_ev_per_a": 2.3,
  "energy_ev": -119031.661,
  "homo_energy_ev": [-6.82, -6.02],
  "symbols": ["Cr", "N", "N", "C", "N", "S", "H", "H", "H", "H", "H", "S", "Sb", "S", "S", "C", "N", "C", "C", "C", "N", "C", "O", "N", "H", "H", "H", "H", "H", "H", "H", "C", "Si", "C", "C", "C", "Si", "C", "C", "C", "H", "H", "H", "H", "H", "H", "H", "H", "H", "H", "H", "H", "H", "H", "H", "H", "H", "H", "H"],
  "xyz": [[-0.81, 0.80, -0.23], [-1.25, 0.23, 2.05], [-1.55, -0.84, 2.92], [-1.73, -2.13, 2.56], [-2.15, -2.93, 3.57], [-1.46, -2.76, 1.05], [-0.44, 0.72, 2.42], [-2.01, 0.90, 2.06], [-1.81, -0.58, 3.86], [-2.13, -2.61, 4.53], [-2.11, -3.92, 3.41], [-0.64, 3.22, 1.52], [0.69, 3.30, -0.36], [1.42, 0.42, -0.40], [-0.74, 2.36, -2.01], [-5.50, 1.28, -0.77], [-4.49, 0.29, -1.12], [-4.75, -0.83, -1.85], [-3.74, -1.64, -2.26], [-2.41, -1.27, -1.95], [-2.18, -0.24, -1.15], [-3.21, 0.52, -0.71], [-2.91, 1.42, 0.09], [-1.33, -1.89, -2.46], [-6.47, 0.95, -1.15], [-5.23, 2.23, -1.21], [-5.55, 1.40, 0.31], [-5.79, -1.04, -2.06], [-3.94, -2.53, -2.83], [-1.43, -2.84, -2.77], [-0.44, -1.64, -2.04], [2.32, -3.91, 0.88], [2.68, -2.36, -0.15], [4.53, -2.23, -0.48], [1.84, -2.61, -1.83], [1.93, -0.90, 0.82], [2.90, -0.22, 2.31], [2.46, -1.38, 3.75], [4.77, -0.19, 2.00], [2.52, 1.54, 2.88], [2.63, -4.81, 0.35], [1.25, -3.99, 1.08], [2.84, -3.89, 1.84], [4.83, -3.01, -1.19], [5.12, -2.38, 0.43], [4.80, -1.27, -0.91], [2.51, -3.12, -2.53], [1.56, -1.66, -2.29], [0.95, -3.24, -1.73], [0.98, -1.28, 1.20], [2.82, -2.40, 3.56], [1.38, -1.44, 3.88], [2.91, -1.04, 4.69], [5.21, -1.18, 2.03], [5.25, 0.42, 2.76], [4.99, 0.25, 1.03], [1.49, 1.74, 3.17], [2.77, 2.26, 2.10], [3.15, 1.76, 3.74]],
  "mulliken_spin": [2.072, -0.007, 0.005, 0.004, 0.001, 0.004, 0.001, 0.000, -0.001, 0.000, 0.000, 0.012, -0.013, -0.021, -0.031, 0.001, 0.004, -0.022, 0.015, -0.020, -0.065, 0.056, 0.000, 0.000, -0.001, 0.001, 0.000, -0.003, 0.000, 0.002, 0.002, 0.000, -0.003, 0.001, -0.001, -0.002, 0.004, 0.001, -0.001, 0.001, 0.000, 0.000, 0.000, 0.000, 0.000, 0.000, 0.000, 0.001, 0.000, 0.003, 0.000, 0.000, 0.000, 0.000, 0.000, 0.000, 0.000, 0.000, 0.000]
}